No. 1
The following is a quantum chemistry calculation of a molecular structure, C43H32BrN2O4PtS2Te, from the OMol25 dataset.

- HOMO level (alpha / beta): -2.57 / -4.57 eV
- Electronic energy: -158533.57108 eV
- Energy above the lowest of the compared OMol25 structures with the same formula, charge and spin: 0.0 kJ/mol
- Kohn-Sham gap (alpha / beta): 0.175 / 0.246 Ha
- Expectation value of S²: 2.02

Geometry as ORCA input:
```
! RIJCOSX wB97M-V def2-TZVPD def2/J DEFGRID3
* xyz -1 3
Pt -1.2997 0.1829 1.1142
S -3.2414 -0.3246 2.6088
C -1.9033 -0.9608 3.4706
N -0.7679 -0.8579 2.8145
C 0.3519 -1.0847 3.6142
C 1.7399 -0.8862 3.3325
C 2.6442 -0.9609 4.3903
C 2.2218 -1.2215 5.7305
C 0.8583 -1.4710 5.9838
C -0.0613 -1.5070 4.9250
S -1.8054 -1.5790 5.0649
H 2.1425 -0.6744 2.3170
H 3.6950 -0.8758 4.1978
H 2.9254 -1.1276 6.5520
H 0.5523 -1.6598 6.9888
C 2.9834 1.3480 -4.6256
C 2.1704 0.8139 -3.4584
C 2.7990 -0.0624 -2.5346
C 2.1292 -0.5525 -1.3959
C 2.6778 -1.5354 -0.3492
O 3.6345 -1.2111 0.3655
C 2.0523 -2.8899 -0.1973
C 2.6846 -3.7631 0.6724
C 2.3881 -5.1383 0.7099
C 1.4171 -5.6207 -0.1569
C 0.6579 -4.7199 -0.9152
C 0.9661 -3.3755 -0.9675
C 0.8805 0.0611 -1.0720
O 0.5067 -0.1068 0.1662
C 0.2468 0.9133 -1.9759
C 0.8399 1.1722 -3.2250
C -0.9882 1.6265 -1.5934
N -1.7662 1.3416 -0.5630
C -2.8736 2.2539 -0.1798
C -2.3241 3.3487 0.7164
Te -1.1290 2.3951 2.4071
C 0.5932 3.5084 1.8462
C 1.7977 2.8134 1.7287
C 3.0057 3.4932 1.5618
C 2.9772 4.8572 1.2612
C 1.7687 5.5711 1.3146
C 0.5890 4.8892 1.6080
C -1.1851 2.8713 -2.4082
C -0.2314 3.9061 -2.2678
C -0.5045 5.1635 -2.8437
C -1.7155 5.4477 -3.4730
C -2.6844 4.4352 -3.5523
C -2.3763 3.1719 -3.0902
H 3.8382 1.9568 -4.2812
H 2.2911 1.9687 -5.2044
H 3.3648 0.5786 -5.2912
H 3.8279 -0.4022 -2.7398
H 3.4470 -3.4109 1.3338
H 2.9778 -5.7995 1.3330
H 1.3655 -6.7086 -0.2574
H -0.1480 -5.1039 -1.5514
H 0.3874 -2.6982 -1.5939
H 0.2640 1.6828 -4.0032
H -3.5999 1.6123 0.3804
H -3.3640 2.6287 -1.0841
H -3.1257 3.9051 1.2277
H -1.6249 3.9579 0.1980
H 1.7852 1.7013 1.7362
H 3.9462 2.9127 1.5688
H 3.9125 5.3715 1.0350
H 1.7370 6.6287 1.1685
H -0.3033 5.4818 1.7764
H 0.7490 3.7109 -1.8479
H 0.2165 5.9390 -2.7159
H -1.9314 6.4134 -3.8790
H -3.6458 4.6492 -4.0142
H -3.0623 2.3537 -3.4084
Br -3.7346 -3.5129 -3.3668
C -3.5623 -4.0808 -1.5234
C -4.3258 -5.2451 -1.2533
C -4.1281 -5.9340 -0.0733
C -3.1540 -5.5205 0.8646
C -2.3929 -4.4116 0.5245
C -2.6223 -3.5979 -0.6072
C -1.9148 -2.2893 -0.7377
O -1.6268 -1.7894 -1.8343
O -1.6386 -1.8007 0.4827
H -5.0100 -5.6063 -2.0603
H -4.6639 -6.8620 0.0923
H -2.9630 -6.0372 1.8182
H -1.6077 -4.0610 1.1700
*
```

No. 2
The following is a quantum chemistry calculation of a molecular structure, C43H32ClIN8NaO3, from the OMol25 dataset.

- HOMO level: -4.64 eV
- Electronic energy: -88216.67672 eV
- Energy above the lowest of the compared OMol25 structures with the same formula, charge and spin: 212.0 kJ/mol
- Kohn-Sham gap: 0.231 Ha

Geometry as ORCA input:
```
! RIJCOSX wB97M-V def2-TZVPD def2/J DEFGRID3
* xyz -1 1
Na 0.2415 -0.2001 -0.3103
C 2.7452 2.2234 -0.0614
N 1.2917 2.1906 -0.1749
C 0.6441 2.4126 1.1378
C -1.5687 1.5130 1.6494
C -2.4161 1.1751 2.8677
C -3.7621 0.6881 2.5780
C -4.2349 0.6760 1.3266
C -3.3293 0.9750 0.2289
N -2.1097 1.3230 0.3610
C 0.9060 3.2131 -1.1576
C -0.5166 3.1187 -1.6396
C -1.4667 4.0746 -1.3088
C -2.7477 3.9480 -1.8244
C -3.0301 2.8667 -2.6388
C -2.0140 1.9560 -2.9061
N -0.7814 2.0845 -2.4364
C 3.3915 1.0000 0.5434
C 4.7698 1.0018 0.7569
C 5.3659 -0.1379 1.2599
C 4.5715 -1.2423 1.5345
C 3.2118 -1.1492 1.2967
N 2.6298 -0.0480 0.8158
H 3.1603 2.3423 -1.0653
H 3.0784 3.1089 0.5088
H 1.4151 2.6710 1.8657
H -0.0201 3.2765 1.0404
H -1.9443 0.7808 3.7565
H -4.3484 0.2952 3.3994
H -5.2237 0.3042 1.0955
H -3.6774 0.7870 -0.7831
H 1.1061 4.2267 -0.7725
H 1.5326 3.0610 -2.0375
H -1.2016 4.8993 -0.6583
H -3.5121 4.6779 -1.5879
H -4.0150 2.7183 -3.0614
H -2.2001 1.0894 -3.5338
H 5.3508 1.8870 0.5268
H 6.4341 -0.1681 1.4352
H 4.9909 -2.1581 1.9269
H 2.5501 -1.9846 1.4823
O -0.2532 -4.8266 5.4349
C -0.1457 -3.5925 5.5388
O -0.0902 -2.8610 6.5448
C -0.0438 -2.8366 4.1833
C -0.1158 -3.5059 2.9717
C -0.0228 -2.7754 1.7938
N 0.1252 -1.4515 1.7691
C 0.1998 -0.7964 2.9333
C 0.1050 -1.4582 4.1545
C 0.2828 0.6849 2.8802
C 0.4976 1.4613 3.9589
C 0.0030 2.8319 4.0451
C -1.0992 3.3213 3.4434
C -2.0625 2.6349 2.5633
N -0.1431 1.3045 1.6693
C -0.0527 -3.4246 0.4518
C -1.0856 -4.2824 0.0920
C -1.1076 -4.7924 -1.1941
C -0.0828 -4.4541 -2.0634
C 0.9189 -3.6150 -1.6022
N 0.9406 -3.0986 -0.3781
H -0.2315 -4.5821 2.9770
H 0.1143 -0.9505 5.1097
H 0.9480 1.0349 4.8472
H 0.5254 3.5019 4.7208
H -1.3427 4.3601 3.6422
H -2.8807 3.2371 2.1858
H -1.8697 -4.5027 0.8040
H -1.9212 -5.4289 -1.5180
H -0.0623 -4.8139 -3.0837
H 1.7359 -3.3266 -2.2557
Cl -0.4808 -1.7360 -7.3570
C -0.6851 -1.5516 -5.6287
C -1.8893 -1.8556 -5.0564
C -2.0894 -1.7211 -3.6792
I -3.9422 -2.1716 -2.8480
C -1.0923 -1.2700 -2.7927
O -1.2358 -1.1426 -1.5538
C 0.1945 -0.9527 -3.4386
N 1.1782 -0.5352 -2.6120
C 2.3536 -0.2481 -3.1109
C 2.6521 -0.3454 -4.4815
C 1.6722 -0.7649 -5.3384
C 0.3952 -1.0915 -4.8325
H -2.7010 -2.2057 -5.6811
H 3.1187 0.0692 -2.4057
H 3.6424 -0.0950 -4.8390
H 1.8585 -0.8564 -6.4000
*
```

No. 3
The following is a quantum chemistry calculation of a molecular structure, C43H32N5O3RbSSb, from the OMol25 dataset.

- HOMO level: -5.48 eV
- Electronic energy: -76735.33324 eV
- Energy above the lowest of the compared OMol25 structures with the same formula, charge and spin: 67.2 kJ/mol
- Kohn-Sham gap: 0.263 Ha

Geometry as ORCA input:
```
! RIJCOSX wB97M-V def2-TZVPD def2/J DEFGRID3
* xyz -1 1
Rb -0.7485 1.5141 -0.2554
O -5.3566 6.7069 -4.4161
C -5.1361 6.8404 -3.2000
O -5.5343 7.6910 -2.3836
C -4.2218 5.7452 -2.5877
C -3.6845 4.7330 -3.3617
C -2.8769 3.7674 -2.7688
N -2.5888 3.7618 -1.4659
C -3.0822 4.7571 -0.7247
C -3.8954 5.7578 -1.2425
C -2.6763 4.8096 0.7066
C -3.4893 5.4342 1.6540
C -3.0387 5.5616 2.9546
C -1.7911 5.0572 3.2843
C -1.0707 4.4149 2.2913
N -1.4922 4.2817 1.0372
C -2.2586 2.7028 -3.6078
C -2.9014 2.2426 -4.7555
C -2.2738 1.2958 -5.5450
C -1.0213 0.8384 -5.1733
C -0.4637 1.3391 -4.0074
N -1.0619 2.2408 -3.2320
H -3.8945 4.7470 -4.4225
H -4.2695 6.5786 -0.6462
H -4.4583 5.8144 1.3646
H -3.6541 6.0507 3.6992
H -1.3887 5.1385 4.2848
H -0.1039 3.9775 2.5181
H -3.8818 2.6182 -5.0118
H -2.7602 0.9200 -6.4364
H -0.4884 0.0964 -5.7515
H 0.5011 0.9818 -3.6701
O 1.4059 -0.7668 1.2160
C 1.9239 -1.0324 2.3896
C 3.1019 -1.8082 2.5089
C 3.6387 -2.1589 3.7296
C 3.0251 -1.7465 4.9059
C 1.8916 -0.9622 4.8160
C 1.3348 -0.5673 3.5958
C 0.1495 0.2995 3.6111
N -0.6827 0.6030 2.6351
C -1.6321 1.4289 3.1851
C -1.3797 1.6453 4.5021
N -0.2421 0.9245 4.7647
H 3.5803 -2.1526 1.6016
H 4.5332 -2.7693 3.7622
H 3.4158 -2.0325 5.8731
H 1.4109 -0.6769 5.7444
H -2.4449 1.8315 2.6017
H -1.8790 2.2342 5.2503
H 0.2464 0.8990 5.6394
S -0.0633 -1.1416 -1.8576
Sb 1.3220 -2.2708 -0.4481
C 1.6627 -4.1572 -1.4793
C 1.0270 -4.4490 -2.6804
C 1.1975 -5.6883 -3.2885
C 2.0085 -6.6477 -2.6998
C 2.6469 -6.3671 -1.4983
C 2.4694 -5.1304 -0.8941
C 0.1496 -3.3477 1.0032
C -1.1430 -3.5983 0.5520
C -2.0381 -4.3142 1.3349
C -1.6475 -4.7986 2.5746
C -0.3555 -4.5664 3.0214
C 0.5415 -3.8460 2.2418
C 3.3099 -1.5635 -0.9127
C 3.9359 -2.1124 -2.0253
C 5.1342 -1.5902 -2.4962
C 5.7181 -0.5063 -1.8598
C 5.0901 0.0583 -0.7579
C 3.8919 -0.4619 -0.2900
H 0.3948 -3.6956 -3.1385
H 0.6943 -5.9041 -4.2236
H 2.1407 -7.6132 -3.1726
H 3.2780 -7.1138 -1.0313
H 2.9694 -4.9307 0.0502
H -1.4614 -3.2120 -0.4107
H -3.0440 -4.4877 0.9729
H -2.3454 -5.3553 3.1877
H -0.0351 -4.9438 3.9849
H 1.5404 -3.6848 2.6196
H 3.4929 -2.9567 -2.5379
H 5.6059 -2.0334 -3.3643
H 6.6521 -0.0974 -2.2244
H 5.5296 0.9145 -0.2610
H 3.3951 0.0045 0.5477
*
```

No. 4
The following is a quantum chemistry calculation of a molecular structure, C43H33AsClF6IN3NaO4, from the OMol25 dataset.

- HOMO level: -1.10 eV
- Electronic energy: -159974.71492 eV
- Energy above the lowest of the compared OMol25 structures with the same formula, charge and spin: 65.9 kJ/mol
- Kohn-Sham gap: 0.171 Ha

Geometry as ORCA input:
```
! RIJCOSX wB97M-V def2-TZVPD def2/J DEFGRID3
* xyz -2 1
Na -0.6268 0.4471 -0.1735
C 1.9319 2.9947 1.1092
C 1.0682 3.9550 1.6575
C 0.3407 3.3538 2.7028
C 0.7498 2.0084 2.7906
C 1.7333 1.7828 1.8063
H 2.6101 3.1347 0.2765
H 0.9473 4.9741 1.3071
H -0.4214 3.8264 3.3107
H 0.3729 1.2813 3.5001
H 2.2617 0.8558 1.6240
Cl 0.9481 -1.2356 -7.2608
C 0.9110 -1.0434 -5.5136
C 1.9202 -1.5649 -4.7567
C 1.9328 -1.4396 -3.3632
I 3.5166 -2.2290 -2.2758
C 0.9259 -0.7585 -2.6441
O 0.8889 -0.6168 -1.4041
C -0.1482 -0.1967 -3.4960
N -1.1156 0.4687 -2.8314
C -2.1168 0.9779 -3.5016
C -2.2338 0.8711 -4.8999
C -1.2553 0.2163 -5.5956
C -0.1620 -0.3424 -4.9005
H 2.7289 -2.0893 -5.2507
H -2.8720 1.5016 -2.9218
H -3.0886 1.3019 -5.4061
H -1.3061 0.1166 -6.6721
O -0.3881 6.5612 -6.0820
C -0.9663 7.2976 -5.0308
N -1.5336 6.4795 -3.9892
C -0.6688 5.7094 -3.2470
O 0.5355 5.7791 -3.4374
C -1.2846 4.8211 -2.2225
C -2.5492 5.0606 -1.6893
C -3.0492 4.1848 -0.7474
C -2.2699 3.0898 -0.3761
N -1.0622 2.8580 -0.8852
C -0.5734 3.7140 -1.7728
H 0.3426 6.0692 -5.6822
H -1.7630 7.8998 -5.4658
H -0.2250 7.9532 -4.5685
H -2.4737 6.1410 -4.1024
H -3.1236 5.9313 -1.9850
H -4.0205 4.3296 -0.2945
H -2.6313 2.3496 0.3311
H 0.4190 3.5049 -2.1534
C 6.2861 -3.6752 2.1619
C 5.9728 -2.3299 2.2988
C 4.6716 -1.8933 2.0909
C 3.6678 -2.8006 1.7650
C 3.9868 -4.1457 1.6238
C 5.2919 -4.5801 1.8200
As 1.8839 -2.0463 1.4536
C 1.2174 -2.2346 3.2904
C 1.4103 -1.3365 4.3275
C 0.7831 -1.5630 5.5464
C -0.0381 -2.6706 5.7182
C -0.2496 -3.5576 4.6723
C 0.3775 -3.3382 3.4501
C 0.1843 -4.1480 2.2279
C -0.6536 -5.2524 2.1120
C -0.7928 -5.8829 0.8856
C -0.1166 -5.4091 -0.2316
C 0.7117 -4.2991 -0.1278
C 0.8752 -3.6829 1.1045
H 7.3038 -4.0157 2.3124
H 6.7428 -1.6115 2.5528
H 4.4467 -0.8348 2.1730
H 3.2149 -4.8582 1.3574
H 5.5266 -5.6316 1.7017
H 2.0055 -0.4421 4.1823
H 0.9157 -0.8540 6.3545
H -0.5385 -2.8298 6.6660
H -0.9163 -4.4008 4.8052
H -1.2151 -5.6058 2.9682
H -1.4557 -6.7355 0.7963
H -0.2525 -5.8879 -1.1936
H 1.2099 -3.9007 -1.0027
C -2.0417 -0.5265 2.6611
C -3.0714 -0.4618 1.5186
O -2.6253 0.2038 0.4471
C -3.4224 -1.9197 1.1194
F -4.3811 -2.0033 0.1782
F -2.3393 -2.5358 0.6196
F -3.8484 -2.6952 2.1591
C -4.3387 0.2381 2.0700
F -5.3294 0.3393 1.1621
F -4.8911 -0.3626 3.1594
F -4.0485 1.4963 2.4524
H -1.1570 -1.0569 2.3070
H -2.3887 -1.0356 3.5639
H -1.7309 0.4885 2.9021
*
```